Record 1
Molecular formula: C4H2DyO2
Method: DFT, ωB97M-V with the def2-TZVPD basis set

E_HOMO (alpha / beta)	-2.29 / -1.90	eV
F_max	3.76	eV/Å
2S+1	6
⟨S²⟩	9.67
calculated total energy	-32352.805	eV
net charge	-1

Atoms and positions in Å:
O  -1.090  1.526  0.554
C  -1.501  0.620  -0.479
C  -1.380  -0.782  -0.386
C  -0.521  -1.662  0.201
H  -2.208  1.052  -1.208
C  1.392  -1.148  0.286
O  2.177  -0.485  -0.568
Dy  0.837  1.175  -0.141
H  1.950  -1.838  0.958

Atom charges from the Mulliken analysis, given in e for atoms 1 to 6: O -0.670; C -0.512; C -0.025; C -0.561; H 0.286; C -0.300

***

Record 2
Molecular formula: C4H2F12KO13S4
Method: DFT, ωB97M-V with the def2-TZVPD basis set

E_HOMO	-0.60	eV
energy relative to the best compared isomer or geometry (same formula, charge and spin)	50.48	kcal/mol
F_max	4.35	eV/Å
2S+1	1
calculated total energy	-123076.227	eV
net charge	-3

Atoms and positions in Å:
K  6.257  -0.030  18.115
C  10.278  1.088  15.786
F  10.107  1.761  16.936
F  9.423  1.640  14.870
F  11.497  1.246  15.298
S  9.821  -0.760  16.025
O  9.747  -1.353  14.695
O  10.989  -1.229  16.805
O  8.496  -0.870  16.664
C  3.866  3.116  15.689
F  2.915  2.464  14.974
F  3.991  4.415  15.312
F  3.569  3.089  17.055
S  5.639  2.255  15.436
O  5.503  0.799  15.504
O  6.001  2.659  14.082
O  6.504  2.753  16.505
C  9.263  0.001  22.170
F  8.034  0.514  22.453
F  10.220  0.822  22.610
F  9.389  -1.230  22.643
S  9.345  -0.129  20.219
O  9.226  1.195  19.615
O  10.732  -0.660  20.022
O  8.232  -1.079  19.890
C  3.023  -3.431  17.166
F  2.702  -3.265  15.876
F  2.710  -2.369  17.955
F  2.462  -4.582  17.681
S  4.963  -3.540  17.366
O  5.577  -2.406  16.707
O  5.181  -3.585  18.787
O  5.316  -4.811  16.755
O  6.063  2.209  20.028
H  5.177  2.481  20.266
H  6.394  1.762  20.807

Atom charges from the natural (NBO) analysis, given in e for atoms 1 to 6: K 0.946; C 0.713; F -0.316; F -0.347; F -0.337; S 2.293

***

Record 3
Molecular formula: C4H2F2
Method: DFT, ωB97M-V with the def2-TZVPD basis set

E_HOMO	-9.03	eV
energy relative to the best compared isomer or geometry (same formula, charge and spin)	71.00	kcal/mol
F_max	3.87	eV/Å
2S+1	1
calculated total energy	-9609.635	eV

Atoms and positions in Å:
C  0.899  1.287  -0.305
C  -0.245  0.610  -0.169
C  -1.367  -0.078  -0.117
C  1.317  0.004  0.026
F  1.549  -1.007  -0.792
F  1.852  -0.316  1.238
H  -1.657  -0.542  0.899
H  -2.349  0.041  -0.781

Atom charges from the natural (NBO) analysis, given in e for atoms 1 to 6: C -0.172; C -0.035; C -0.493; C 0.784; F -0.279; F -0.299

***

Record 4
Molecular formula: C4H2F2O
Method: DFT, ωB97M-V with the def2-TZVPD basis set

E_HOMO	-10.71	eV
energy relative to the best compared isomer or geometry (same formula, charge and spin)	127.62	kcal/mol
F_max	6.69	eV/Å
2S+1	1
calculated total energy	-11656.010	eV

Atoms and positions in Å:
C  1.340  -0.311  -1.822
C  0.261  -0.868  -1.525
C  -0.469  -0.097  -0.761
C  -0.338  0.137  0.584
O  1.009  0.209  0.761
F  -0.941  -1.029  1.317
F  -0.944  1.440  1.027
H  -1.167  0.583  -1.232
H  1.248  -0.062  1.651

Atom charges from the natural (NBO) analysis, given in e for atoms 1 to 6: C 0.107; C -0.290; C -0.045; C 0.846; O -0.656; F -0.350

***

Record 5
Molecular formula: C4H2F2O
Method: DFT, ωB97M-V with the def2-TZVPD basis set

E_HOMO (alpha / beta)	-10.76 / -8.90	eV
energy relative to the best compared isomer or geometry (same formula, charge and spin)	199.08	kcal/mol
F_max	2.09	eV/Å
2S+1	1
calculated total energy	-11652.911	eV

Atoms and positions in Å:
C  -0.982  1.819  1.284
C  -0.384  0.920  0.603
C  0.072  0.073  -0.452
C  0.248  -0.578  0.806
O  0.905  0.080  -1.464
F  1.358  -0.582  1.517
F  -0.578  -1.514  1.249
H  -1.581  -1.200  -1.753
H  0.943  0.982  -1.790

Atom charges from the natural (NBO) analysis, given in e for atoms 1 to 6: C 0.226; C -0.564; C 0.259; C 0.759; O -0.609; F -0.282

***

Record 6
Molecular formula: C4H2F3O3
Method: DFT, ωB97M-V with the def2-TZVPD basis set

E_HOMO	-4.38	eV
energy relative to the best compared isomer or geometry (same formula, charge and spin)	45.88	kcal/mol
F_max	3.41	eV/Å
2S+1	1
calculated total energy	-18473.233	eV
net charge	-1

Atoms and positions in Å:
C  1.656  -0.285  1.008
C  -0.660  1.292  0.829
C  0.370  0.367  0.260
C  -0.649  -1.048  -1.403
O  2.541  -0.718  0.316
O  1.447  -0.057  2.179
O  0.345  1.579  -0.210
F  -1.255  -1.970  -0.600
F  -1.715  -0.457  -2.139
F  0.079  -1.722  -2.308
H  -1.584  1.386  0.243
H  -0.575  1.633  1.824

Atom charges from the natural (NBO) analysis, given in e for atoms 1 to 6: C 0.752; C -0.198; C 0.305; C 0.772; O -0.684; O -0.705

***

Record 7
Molecular formula: C4H2FN3O4
Method: DFT, ωB97M-V with the def2-TZVPD basis set

E_HOMO	-10.02	eV
energy relative to the best compared isomer or geometry (same formula, charge and spin)	8.79	kcal/mol
F_max	4.08	eV/Å
2S+1	1
SMILES	O=C=N/C=C(/F)[N+](=O)[O-].N=C=O
calculated total energy	-19553.311	eV

Atoms and positions in Å:
O  -3.648  0.311  -0.404
C  -2.662  0.531  0.124
N  -1.730  1.220  0.493
C  -0.456  1.105  0.929
C  0.340  -0.003  0.960
F  1.558  -0.009  1.448
N  -0.111  -1.266  0.449
O  -1.282  -1.377  0.042
O  0.690  -2.192  0.488
H  0.049  2.104  1.333
N  2.359  -0.474  -1.481
C  1.370  0.147  -1.539
O  0.442  0.724  -1.848
H  3.081  -0.820  -0.994

Atom charges from the natural (NBO) analysis, given in e for atoms 1 to 6: O -0.433; C 0.941; N -0.567; C 0.037; C 0.350; F -0.278

***

Record 8
Molecular formula: C4H2HgLiO2
Method: DFT, ωB97M-V with the def2-TZVPD basis set

E_HOMO (alpha / beta)	-7.09 / -8.17	eV
energy relative to the best compared isomer or geometry (same formula, charge and spin)	70.98	kcal/mol
F_max	4.76	eV/Å
2S+1	2
⟨S²⟩	0.76
calculated total energy	-12650.113	eV

Atoms and positions in Å:
C  0.999  -1.447  -0.255
C  0.926  -0.731  -1.302
C  -1.572  0.562  0.408
C  -0.746  1.476  0.758
O  0.339  2.014  0.474
O  0.525  -1.757  0.834
Li  -0.779  -1.090  1.985
Hg  1.867  1.312  -0.663
H  1.055  -0.813  -2.374
H  -2.615  0.475  0.134

Atom charges from the natural (NBO) analysis, given in e for atoms 1 to 6: C 0.506; C -0.761; C -0.710; C 0.407; O -0.842; O -0.784

***

Record 9
Molecular formula: C4H2IPS
Method: DFT, ωB97M-V with the def2-TZVPD basis set

E_HOMO (alpha / beta)	-8.17 / -7.61	eV
energy relative to the best compared isomer or geometry (same formula, charge and spin)	64.88	kcal/mol
F_max	6.80	eV/Å
2S+1	1
calculated total energy	-32397.802	eV

Atoms and positions in Å:
C  1.900  -0.592  1.567
C  -1.806  0.209  -1.132
C  0.937  -1.150  1.204
C  -1.194  -0.663  -0.538
P  -0.648  -1.772  0.671
S  -0.442  -3.642  -0.169
I  -4.892  -0.084  -0.120
H  2.873  0.014  1.812
H  -2.456  0.876  -1.603

Atom charges from the natural (NBO) analysis, given in e for atoms 1 to 6: C -0.106; C -0.014; C -0.410; C -0.450; P 0.986; S -0.233

***

Record 10
Molecular formula: C4H2InO6
Method: DFT, ωB97M-V with the def2-TZVPD basis set

E_HOMO (alpha / beta)	-26.24 / -22.80	eV
F_max	8.19	eV/Å
2S+1	1
calculated total energy	-21595.886	eV
net charge	+3

Atoms and positions in Å:
O  0.922  -3.038  -0.318
C  0.192  -2.113  -0.645
O  -0.779  -2.141  -1.398
O  0.491  -0.846  0.035
In  -0.265  -4.041  -1.597
H  -1.258  -0.009  -0.610
O  -0.730  2.461  0.536
O  1.036  1.720  1.160
O  1.109  3.155  -0.613
C  -0.356  0.074  0.017
C  -0.239  1.161  1.054
C  0.580  2.771  0.377
H  -0.704  0.845  2.002

Atom charges from the natural (NBO) analysis, given in e for atoms 1 to 6: O -0.591; C 0.934; O -0.687; O -0.317; In 1.766; H 0.288

***

Record 11
Molecular formula: C4H2LiO2Zn
Method: DFT, ωB97M-V with the def2-TZVPD basis set

E_HOMO (alpha / beta)	-11.28 / -10.96	eV
energy relative to the best compared isomer or geometry (same formula, charge and spin)	104.51	kcal/mol
F_max	6.92	eV/Å
2S+1	1
calculated total energy	-56884.525	eV
net charge	+1

Atoms and positions in Å:
H  -3.723  2.746  1.081
C  -2.345  -0.276  0.029
C  -1.316  -0.952  0.498
C  0.032  -0.531  0.264
C  1.176  -0.203  0.008
O  2.375  0.096  -0.242
O  -3.296  0.213  -0.466
Li  -4.415  1.837  -0.241
Zn  3.555  1.196  -0.091
H  -1.563  -1.913  0.964

Atom charges from the natural (NBO) analysis, given in e for atoms 1 to 6: H 0.030; C 0.739; C -0.471; C -0.295; C 0.459; O -1.002

***

Record 12
Molecular formula: C4H2MnO5
Method: DFT, ωB97M-V with the def2-TZVPD basis set

E_HOMO (alpha / beta)	-21.87 / -22.11	eV
energy relative to the best compared isomer or geometry (same formula, charge and spin)	15.16	kcal/mol
F_max	12.41	eV/Å
2S+1	5
⟨S²⟩	6.10
calculated total energy	-45695.293	eV
net charge	+3

Atoms and positions in Å:
O  0.867  -2.997  -0.452
C  0.967  -1.839  -0.349
Mn  0.836  -0.042  0.010
O  -4.863  0.058  -1.939
C  -3.748  -0.166  -1.987
C  2.475  0.047  -0.711
O  3.513  0.074  -1.245
C  0.855  1.826  -0.055
O  0.661  2.973  -0.075
O  -0.390  -0.045  1.887
H  -1.288  0.216  2.180
H  0.114  -0.105  2.735

Atom charges from the natural (NBO) analysis, given in e for atoms 1 to 6: O -0.031; C 0.449; Mn 1.415; O -0.383; C 0.499; C 0.472

***

Record 13
Molecular formula: C4H2N2
Method: DFT, ωB97M-V with the def2-TZVPD basis set

E_HOMO	-10.93	eV
energy relative to the best compared isomer or geometry (same formula, charge and spin)	8.58	kcal/mol
F_max	2.64	eV/Å
2S+1	1
SMILES	N#C/C=C/C#N
calculated total energy	-7158.538	eV

Atoms and positions in Å:
N  0.691  1.712  -2.416
C  0.371  0.928  -1.607
C  -0.189  0.096  -0.538
C  0.471  -0.173  0.652
C  -0.373  -0.893  1.615
N  -0.980  -1.640  2.254
H  -1.170  -0.396  -0.650
H  1.510  0.140  1.045

Atom charges from the natural (NBO) analysis, given in e for atoms 1 to 6: N -0.254; C 0.231; C -0.239; C -0.233; C 0.222; N -0.268

***

Record 14
Molecular formula: C4H2N2O
Method: DFT, ωB97M-V with the def2-TZVPD basis set

E_HOMO	-9.30	eV
energy relative to the best compared isomer or geometry (same formula, charge and spin)	51.70	kcal/mol
F_max	3.59	eV/Å
2S+1	1
calculated total energy	-9204.497	eV

Atoms and positions in Å:
C  -1.186  -0.648  -0.002
C  -0.770  0.690  -0.008
C  1.054  -1.073  -0.050
C  1.636  0.282  0.027
N  -0.118  -1.444  -0.026
N  0.494  1.027  -0.078
O  2.762  0.704  -0.006
H  -2.257  -0.882  0.121
H  -1.615  1.343  0.023

Atom charges from the natural (NBO) analysis, given in e for atoms 1 to 6: C -0.142; C 0.036; C 0.338; C 0.524; N -0.300; N -0.394

***

Record 15
Molecular formula: C4H2N2O
Method: DFT, ωB97M-V with the def2-TZVPD basis set

E_HOMO	-11.27	eV
energy relative to the best compared isomer or geometry (same formula, charge and spin)	105.72	kcal/mol
F_max	17.36	eV/Å
2S+1	1
SMILES	N#CC(C#N)C=O
calculated total energy	-9202.155	eV

Atoms and positions in Å:
N  1.769  -1.881  -0.818
C  1.108  -0.693  -0.767
C  0.299  0.077  0.040
C  0.287  1.447  -0.197
N  0.437  2.657  -0.211
C  -1.104  -0.440  0.111
O  -2.105  0.325  0.203
H  0.754  0.072  0.957
H  -1.445  -1.564  0.683

Atom charges from the natural (NBO) analysis, given in e for atoms 1 to 6: N -0.202; C 0.281; C -0.603; C 0.283; N -0.227; C 0.413